1.
{
  "formula": "C16H20MnN2OP",
  "method": "wB97M-V/def2-TZVPD",
  "elements": ["C", "C", "C", "C", "C", "Mn", "P", "H", "H", "H", "H", "H", "H", "H", "H", "C", "N", "N", "C", "O", "C", "C", "C", "C", "C", "C", "C", "C", "C", "H", "H", "H", "H", "H", "H", "H", "H", "H", "H", "H", "H"],
  "coordinates": [[-1.603, 2.286, -3.887], [-2.027, 3.353, -3.029], [-2.959, 2.865, -2.075], [-3.122, 1.468, -2.294], [-2.334, 1.050, -3.418], [-0.326, 1.083, -2.439], [1.845, 1.664, -3.140], [-1.147, 2.349, -4.899], [-1.684, 4.397, -3.172], [-3.277, 3.405, -1.159], [-2.449, 0.142, -4.049], [-3.781, 0.761, -1.755], [2.757, 2.001, -2.062], [1.949, 2.704, -4.146], [2.304, 0.414, -3.720], [2.177, -1.522, 2.960], [1.689, -0.485, 2.066], [0.530, -0.610, 1.378], [0.433, 0.411, 0.464], [-0.438, 0.420, -0.476], [1.551, 1.245, 0.716], [2.323, 0.633, 1.664], [3.655, 0.989, 2.207], [-0.384, -1.689, 1.476], [-0.724, -2.209, 2.727], [-1.651, -3.247, 2.820], [-2.334, -3.685, 1.678], [-2.043, -3.119, 0.429], [-1.045, -2.148, 0.323], [3.237, -1.303, 3.118], [2.079, -2.536, 2.535], [1.658, -1.472, 3.928], [1.801, 2.146, 0.166], [3.630, 1.204, 3.290], [4.399, 0.199, 2.008], [3.965, 1.902, 1.681], [-0.272, -1.796, 3.627], [-1.859, -3.673, 3.802], [-3.114, -4.444, 1.772], [-2.596, -3.428, -0.462], [-0.812, -1.724, -0.652]],
  "mulliken_charge": [-0.74, -0.20, -0.66, -0.23, -0.70, 0.21, -0.01, 0.45, 0.36, 0.33, 0.44, 0.38, 0.04, 0.07, 0.01, -0.99, -0.02, 0.32, 0.22, -0.55, -1.15, 0.83, -1.54, 0.55, -0.23, -0.57, -0.54, -0.59, -0.48, 0.42, 0.35, 0.23, 0.51, 0.29, 0.32, 0.36, 0.26, 0.33, 0.33, 0.35, 0.27],
  "homo_energy_ev": [-0.1246, -1.6103],
  "charge": -1,
  "multiplicity": 6,
  "gap_ev": [3.01, 4.41],
  "e_tot_ev": -62548.564,
  "e_lumo_ev": [2.9, 2.8]
}


2.
{
  "formula": "C16H20N2O3Sn",
  "method": "wB97M-V/def2-TZVPD",
  "elements": ["Sn", "C", "C", "O", "C", "C", "C", "N", "N", "C", "O", "C", "C", "C", "C", "C", "C", "H", "H", "H", "H", "H", "H", "H", "H", "H", "H", "H", "H", "C", "C", "C", "O", "C", "H", "H", "H", "H", "H", "H", "H", "H"],
  "coordinates": [[0.411, -2.529, 0.454], [3.229, -2.247, -2.499], [2.027, -1.420, -2.238], [1.423, -1.478, -1.133], [1.502, -0.559, -3.257], [0.258, -0.026, -3.177], [-0.386, 0.801, -4.229], [-0.566, -0.371, -2.079], [-0.842, 0.533, -1.291], [-1.563, 0.044, -0.135], [-1.098, -0.958, 0.446], [-2.701, 0.787, 0.298], [-3.046, 1.991, -0.343], [-4.176, 2.672, 0.058], [-4.960, 2.160, 1.087], [-4.623, 0.970, 1.730], [-3.496, 0.282, 1.343], [2.928, -3.114, -3.096], [3.956, -1.695, -3.095], [3.686, -2.592, -1.575], [2.083, -0.386, -4.152], [0.332, 1.089, -4.990], [-1.199, 0.242, -4.699], [-0.820, 1.689, -3.766], [-2.416, 2.393, -1.125], [-4.448, 3.602, -0.421], [-5.848, 2.697, 1.395], [-5.249, 0.589, 2.526], [-3.227, -0.650, 1.822], [2.528, -0.555, 3.796], [2.467, 0.678, 2.891], [1.496, 0.282, 1.787], [1.495, -1.198, 1.790], [2.445, -1.695, 2.811], [1.686, -0.584, 4.487], [3.448, -0.599, 4.374], [3.449, 0.906, 2.478], [2.112, 1.557, 3.423], [1.805, 0.603, 0.794], [0.473, 0.593, 1.988], [3.393, -1.888, 2.310], [2.033, -2.619, 3.212]],
  "mulliken_charge": [1.25, -1.29, 0.68, -0.39, -0.79, 0.69, -1.22, -0.13, 0.00, 0.50, -0.53, 0.56, -0.23, -0.79, -0.32, -0.72, -0.37, 0.34, 0.41, 0.34, 0.45, 0.40, 0.33, 0.32, 0.46, 0.43, 0.43, 0.43, 0.40, -0.60, -0.60, -0.32, -0.20, -0.47, 0.30, 0.37, 0.29, 0.37, 0.28, 0.25, 0.32, 0.36],
  "homo_energy_ev": -15.5427,
  "charge": 2,
  "gap_ev": 7.99,
  "e_tot_ev": -31854.430,
  "e_lumo_ev": -7.5
}


3.
{
  "formula": "C16H20N4",
  "method": "wB97M-V/def2-TZVPD",
  "elements": ["C", "C", "C", "N", "C", "H", "H", "H", "H", "H", "C", "C", "C", "N", "C", "H", "H", "H", "H", "H", "C", "C", "C", "N", "C", "H", "H", "H", "H", "H", "C", "C", "C", "N", "C", "H", "H", "H", "H", "H"],
  "coordinates": [[-1.129, 2.147, 2.152], [-0.890, 3.530, 2.471], [-1.039, 4.144, 1.232], [-1.499, 3.219, 0.357], [-1.330, 2.025, 0.863], [-1.014, 1.294, 2.804], [-0.664, 3.838, 3.481], [-1.119, 5.183, 0.949], [-1.747, 3.444, -0.595], [-1.403, 1.120, 0.278], [-1.039, -0.098, -4.213], [-0.713, -0.642, -2.906], [-1.942, -0.832, -2.264], [-2.936, -0.423, -3.119], [-2.378, 0.088, -4.262], [-0.371, 0.311, -4.957], [0.307, -0.855, -2.622], [-2.238, -1.221, -1.301], [-3.931, -0.551, -2.997], [-3.006, 0.624, -4.959], [0.939, 0.278, -1.190], [-0.088, 0.418, -0.291], [0.189, -0.393, 0.769], [1.437, -0.934, 0.581], [1.945, -0.469, -0.591], [1.062, 0.779, -2.139], [-1.007, 0.947, -0.497], [-0.589, -0.823, 1.381], [1.949, -1.565, 1.182], [2.969, -0.736, -0.806], [3.285, -2.459, 1.833], [2.244, -3.026, 1.047], [1.080, -2.752, 1.745], [1.431, -1.929, 2.835], [2.763, -1.693, 2.839], [4.347, -2.480, 1.635], [2.283, -3.694, 0.199], [0.041, -3.046, 1.779], [0.809, -1.662, 3.585], [2.994, -1.106, 3.715]],
  "mulliken_charge": [-0.51, -0.42, -0.78, -0.02, -0.23, 0.38, 0.40, 0.36, 0.21, 0.76, -0.93, 0.05, -0.99, -0.01, -0.35, 0.37, 0.88, 0.48, 0.20, 0.41, -1.52, -0.36, -0.38, -0.14, -0.77, 0.96, 0.25, 0.46, 0.67, 0.42, -0.46, -0.76, -0.26, 0.00, -0.43, 0.42, 0.41, 0.53, 0.23, 0.46],
  "homo_energy_ev": -7.2347,
  "charge": 0,
  "gap_ev": 7.88,
  "smiles": "c1cc[nH]c1.c1cc[nH]c1.c1cc[nH]c1.c1cc[nH]c1",
  "e_tot_ev": -22866.926,
  "e_lumo_ev": 0.6
}


4.
{
  "formula": "C16H20O6P2S3",
  "method": "wB97M-V/def2-TZVPD",
  "elements": ["C", "O", "P", "S", "O", "C", "O", "C", "C", "C", "C", "S", "C", "C", "C", "C", "O", "P", "S", "O", "C", "O", "C", "C", "C", "C", "C", "H", "H", "H", "H", "H", "H", "H", "H", "H", "H", "H", "H", "H", "H", "H", "H", "H", "H", "H", "H"],
  "coordinates": [[6.958, -2.261, -0.913], [5.564, -1.994, -0.911], [4.908, -0.871, 0.010], [5.914, -0.398, 1.611], [3.426, -1.422, 0.251], [3.134, -2.240, 1.374], [4.599, 0.262, -1.076], [3.617, 1.200, -0.777], [2.418, 1.136, -1.472], [1.398, 2.007, -1.153], [1.572, 2.926, -0.124], [0.189, 3.929, 0.381], [-0.999, 2.617, 0.558], [-2.302, 2.798, 0.121], [-3.211, 1.758, 0.207], [-2.812, 0.540, 0.729], [-3.640, -0.561, 0.796], [-5.039, -0.721, 0.042], [-6.559, 0.377, 0.582], [-4.564, -0.607, -1.478], [-5.522, -0.452, -2.516], [-5.255, -2.293, 0.207], [-6.053, -2.834, 1.248], [-1.522, 0.371, 1.214], [-0.619, 1.410, 1.137], [2.789, 3.026, 0.528], [3.819, 2.159, 0.202], [7.080, -3.343, -0.983], [7.424, -1.779, -1.772], [7.420, -1.895, 0.008], [3.298, -3.290, 1.130], [3.766, -1.959, 2.222], [2.086, -2.074, 1.619], [2.293, 0.389, -2.241], [0.454, 1.954, -1.676], [-2.600, 3.746, -0.299], [-4.227, 1.889, -0.137], [-5.027, 0.086, -3.324], [-5.854, -1.429, -2.868], [-6.382, 0.119, -2.158], [-5.432, -3.054, 2.118], [-6.840, -2.129, 1.532], [-6.497, -3.752, 0.866], [-1.239, -0.579, 1.640], [0.386, 1.280, 1.509], [2.923, 3.759, 1.308], [4.761, 2.199, 0.727]],
  "mulliken_charge": [-0.66, -0.38, 0.97, -0.42, -0.24, -0.67, -0.45, 0.24, -0.37, -0.25, -0.31, -0.25, -0.17, -0.79, -0.19, 0.59, -0.37, 0.84, -0.37, -0.29, -0.68, -0.34, -0.66, -0.50, -0.25, -0.36, -0.30, 0.21, 0.25, 0.34, 0.25, 0.37, 0.16, 0.45, 0.45, 0.41, 0.28, 0.23, 0.24, 0.37, 0.24, 0.36, 0.20, 0.46, 0.49, 0.43, 0.47],
  "homo_energy_ev": -8.0919,
  "charge": 0,
  "gap_ev": 8.70,
  "smiles": "COP(=S)(OC)Oc1ccc(Sc2ccc(OP(=S)(OC)OC)cc2)cc1",
  "e_tot_ev": -80289.333,
  "e_lumo_ev": 0.6
}


5.
{
  "formula": "C16H21AgBr2N5",
  "method": "wB97M-V/def2-TZVPD",
  "elements": ["C", "C", "Br", "C", "Br", "C", "C", "C", "N", "C", "C", "N", "C", "C", "C", "C", "C", "C", "C", "N", "C", "N", "N", "H", "H", "H", "H", "H", "H", "H", "H", "H", "H", "H", "H", "H", "H", "H", "H", "H", "H", "H", "H", "H", "Ag"],
  "coordinates": [[-3.405, 0.592, 0.906], [-3.475, 0.202, -0.650], [-4.322, 1.774, -1.566], [-2.033, -0.061, -1.257], [-2.332, -0.430, -3.205], [-1.276, -1.251, -0.605], [-1.869, -2.218, 0.317], [-1.087, -3.351, 0.929], [-1.782, -4.205, 1.777], [-0.990, -5.178, 2.293], [0.458, -5.318, 1.951], [1.172, -4.523, 1.110], [0.337, -3.533, 0.605], [0.955, -2.535, -0.349], [0.192, -1.457, -0.933], [0.935, -0.462, -1.901], [1.219, 0.861, -1.023], [2.738, 1.284, -0.980], [3.096, 1.960, 0.421], [3.038, 3.459, 0.402], [1.686, 3.965, 0.386], [0.994, 4.136, -0.708], [1.012, 4.369, 1.632], [-2.314, 0.656, 1.165], [-3.888, 1.584, 1.092], [-3.885, -0.252, 1.468], [-4.172, -0.667, -0.821], [-1.471, 0.913, -1.117], [-2.964, -2.075, 0.527], [-1.455, -5.932, 2.980], [1.013, -6.174, 2.427], [2.041, -2.609, -0.609], [0.274, -0.165, -2.761], [1.897, -0.907, -2.289], [0.528, 1.655, -1.437], [0.899, 0.676, 0.045], [3.389, 0.367, -1.103], [3.044, 1.990, -1.800], [2.423, 1.595, 1.252], [4.133, 1.589, 0.672], [3.396, 3.759, 1.321], [1.601, 3.820, -1.481], [0.650, 5.309, 1.405], [0.150, 3.809, 1.718], [-0.550, 2.978, -2.204]],
  "mulliken_charge": [-0.98, -0.22, -0.16, 0.02, 0.05, 0.96, -0.67, -0.03, -0.57, -0.25, -0.18, -0.60, 0.33, -0.62, 0.40, -1.20, 2.16, -0.77, -0.72, -0.37, 0.20, -0.63, -0.64, 0.25, 0.44, 0.27, 0.68, -0.26, 0.31, 0.38, 0.37, 0.34, 0.17, 0.62, -1.86, 0.43, 0.44, 0.39, 0.42, 0.36, 0.37, 0.42, 0.33, 0.29, 0.31],
  "homo_energy_ev": -11.5615,
  "charge": 1,
  "gap_ev": 6.47,
  "e_tot_ev": -168457.462,
  "e_lumo_ev": -5.1
}


6.
{
  "formula": "C16H21AuN3OSeTe",
  "method": "wB97M-V/def2-TZVPD",
  "elements": ["Au", "O", "C", "C", "C", "C", "C", "C", "N", "H", "H", "H", "H", "H", "H", "H", "C", "N", "C", "Se", "N", "C", "C", "C", "C", "C", "C", "H", "H", "H", "H", "H", "H", "H", "H", "C", "Te", "C", "H", "H", "H", "H", "H", "H"],
  "coordinates": [[-1.195, 0.862, 0.039], [1.662, 0.822, 0.657], [1.360, 0.029, 1.800], [0.346, 0.746, 2.652], [0.544, 0.907, 4.011], [-0.435, 1.508, 4.786], [-1.597, 1.950, 4.174], [-1.735, 1.765, 2.816], [-0.789, 1.172, 2.068], [2.063, 0.256, -0.011], [2.253, -0.158, 2.398], [0.943, -0.941, 1.510], [1.464, 0.555, 4.457], [-0.293, 1.630, 5.852], [-2.389, 2.425, 4.735], [-2.629, 2.088, 2.301], [-3.294, 3.481, -1.391], [-3.946, 2.481, -2.235], [-3.509, 1.235, -2.557], [-2.006, 0.263, -2.134], [-4.400, 0.714, -3.447], [-5.408, 1.593, -3.689], [-6.546, 1.515, -4.498], [-7.342, 2.628, -4.507], [-7.036, 3.792, -3.736], [-5.927, 3.872, -2.935], [-5.110, 2.739, -2.913], [-2.441, 3.033, -0.895], [-4.008, 3.836, -0.650], [-2.959, 4.309, -2.013], [-4.305, -0.206, -3.857], [-6.775, 0.637, -5.085], [-8.235, 2.638, -5.119], [-7.711, 4.635, -3.794], [-5.704, 4.758, -2.358], [8.464, 4.751, 1.847], [7.342, 3.051, 1.309], [8.995, 1.806, 0.913], [9.178, 4.453, 2.612], [7.785, 5.514, 2.217], [8.986, 5.095, 0.955], [9.742, 2.392, 0.382], [8.661, 0.961, 0.318], [9.390, 1.467, 1.871]],
  "mulliken_charge": [0.25, -0.54, -0.76, 1.10, -0.73, -0.24, -0.73, 0.18, -0.34, 0.34, 0.36, 0.34, 0.31, 0.45, 0.41, 0.34, -0.59, 0.19, 0.05, 0.04, 0.02, 0.57, -0.93, -0.47, -0.65, -0.58, 0.91, -0.11, 0.39, 0.39, 0.29, 0.44, 0.43, 0.43, 0.45, -0.94, 0.79, -0.92, 0.35, 0.34, 0.36, 0.33, 0.33, 0.36],
  "homo_energy_ev": [-16.9410, -17.0585],
  "charge": 3,
  "multiplicity": 3,
  "gap_ev": [9.36, 5.58],
  "e_tot_ev": -99756.309,
  "e_lumo_ev": [-7.6, -11.5]
}